(1)
The following is a DFT calculation (ωB97M-V/def2-TZVPD) of a structure of composition C29H27AsClMnO3PS.

Properties
- M: 651.9 g mol⁻¹
- 2S+1: 2
- Frontier orbital gap (spin up / spin down): 0.2797 / 0.2672 Eh
- HOMO (spin up / spin down): -7.509 / -7.168 eV

Last column: Mulliken spin population.
Element x y z (Å)
Mn 0.7210 -0.7060 0.0086  1.094
O -0.7526 -3.1302 -0.3327  0.003
C -0.8577 -1.9265 -0.0928  -0.013
C -2.2441 -1.3757 0.1677  -0.028
C -3.3405 -2.1604 0.5084  -0.006
C -4.5605 -1.5563 0.7616  0.000
C -4.6934 -0.1716 0.6680  -0.001
C -3.6064 0.6133 0.3158  0.003
C -2.3817 0.0038 0.0634  0.010
P -0.8300 0.8260 -0.4140  -0.070
C -0.9095 2.4077 0.5015  -0.006
C -1.2447 3.6254 -0.0838  0.001
C -1.2978 4.7816 0.6843  0.000
C -1.0209 4.7311 2.0421  0.000
C -0.6933 3.5189 2.6352  -0.001
C -0.6369 2.3658 1.8692  0.010
C -1.0755 1.3501 -2.1420  0.001
C -0.0004 1.9709 -2.7793  -0.013
C -0.1015 2.3688 -4.1016  0.000
C -1.2752 2.1360 -4.8081  -0.002
C -2.3420 1.5071 -4.1860  0.001
C -2.2448 1.1165 -2.8558  -0.003
H -3.2136 -3.2336 0.5785  0.000
H -5.4169 -2.1575 1.0409  0.000
H -5.6492 0.2929 0.8755  0.000
H -3.7074 1.6906 0.2473  0.000
H -1.4617 3.6765 -1.1432  0.000
H -1.5571 5.7235 0.2178  0.000
H -1.0607 5.6340 2.6380  0.000
H -0.4783 3.4708 3.6953  0.000
H -0.3897 1.4193 2.3336  0.002
H 0.9244 2.1323 -2.2354  0.002
H 0.7388 2.8497 -4.5856  0.000
H -1.3531 2.4388 -5.8444  0.000
H -3.2551 1.3161 -4.7353  0.000
H -3.0811 0.6219 -2.3787  0.000
Cl 3.9777 1.0354 6.3209  0.000
C 2.9995 0.4918 4.9870  0.002
C 1.7861 -0.1754 5.2512  -0.003
C 0.9960 -0.6128 4.2286  0.007
C 1.3587 -0.4086 2.8641  -0.007
O 0.5608 -0.8141 1.9427  0.007
C 2.5930 0.2606 2.6230  0.001
C 3.0798 0.4881 1.3038  0.011
O 2.5239 0.1744 0.2412  0.006
C 3.3943 0.7023 3.7031  -0.003
H 1.4884 -0.3353 6.2794  0.000
H 0.0610 -1.1221 4.4215  0.000
H 4.0589 0.9838 1.2292  0.000
H 4.3278 1.2111 3.4946  0.000
C 0.8201 -4.4672 -2.6759  0.002
As 1.9745 -3.0670 -2.0487  -0.006
C 2.4270 -3.4496 -0.2187  0.004
C 3.6143 -3.2918 -3.0382  -0.002
S 1.2094 -1.1170 -2.3290  0.001
H 1.3091 -5.4319 -2.5436  0.000
H 0.6180 -4.2907 -3.7309  0.001
H -0.0988 -4.4127 -2.0981  -0.001
H 2.9259 -4.4165 -0.1597  0.000
H 1.5003 -3.4700 0.3537  -0.001
H 3.0945 -2.6676 0.1423  -0.001
H 3.9930 -4.3063 -2.9189  0.000
H 4.3419 -2.5718 -2.6698  0.000
H 3.4139 -3.0904 -4.0888  0.000


(2)
The following is a DFT calculation (ωB97M-V/def2-TZVPD) of a cluster of 6 separate species, C27H51Cl2N2O15S5 in total.

Properties
- M: 874.9 g mol⁻¹
- Charge: +1
- Frontier orbital gap: 0.3122 Eh
- HOMO: -12.066 eV

Last column: Löwdin charge in e.
Element x y z (Å)
C 1.8814 1.1151 3.3222  -0.095
C 0.4161 1.6831 3.7257  -0.553
Cl -0.4493 0.7251 5.0464  0.605
C -0.1328 2.8251 3.0970  -0.571
Cl 0.8033 3.7651 1.8149  0.669
N -1.4840 3.3133 3.4339  -0.112
C -1.9574 4.5333 4.0587  0.065
C -3.4855 4.3049 4.0867  0.066
N -3.7375 3.0114 3.4848  -0.054
C -4.9854 2.2553 3.2269  -0.180
C -5.5947 1.3829 4.3565  0.015
C -6.8898 0.5770 3.9903  -0.032
C -7.4918 0.6613 2.5437  -0.018
C -6.8674 1.5774 1.3997  -0.032
C -5.5840 2.3725 1.7743  0.011
C -2.5196 2.3880 3.0495  0.045
H 2.7069 1.5955 3.9459  0.104
H 1.9848 1.2879 2.1988  0.069
H 1.8045 -0.0391 3.4697  0.072
H -1.3077 5.3983 4.4024  0.148
H -4.2735 5.0117 4.4977  0.144
H -5.0913 1.3648 5.3772  0.106
H -7.3717 -0.0606 4.8041  0.099
H -8.4288 0.0608 2.2552  0.100
H -7.2884 1.6482 0.3329  0.110
H -5.0478 3.0513 1.0312  0.098
H -2.3057 1.3871 2.5558  0.186
O 2.0911 -2.4394 2.7494  -0.303
S 1.7638 -3.6093 1.9717  0.604
O 1.6539 -4.9117 2.5699  -0.269
O 2.7668 -3.6970 0.7080  -0.263
C 4.1751 -3.6733 0.9507  -0.263
C 4.6787 -5.0114 1.4563  -0.065
C 0.2830 -3.2869 1.0550  -0.124
H 4.4348 -2.8659 1.6414  0.115
H 4.6567 -3.4475 -0.0040  0.126
H 4.2877 -5.2273 2.4533  0.073
H 5.7696 -5.0173 1.5133  0.075
H 4.3520 -5.8214 0.7994  0.089
H 0.3775 -2.3220 0.5581  0.070
H -0.5490 -3.2672 1.7593  0.074
H 0.1372 -4.0864 0.3292  0.078
O 8.6937 -5.0552 0.7793  -0.295
S 9.7265 -5.5363 -0.1051  0.603
O 9.4557 -5.8775 -1.4760  -0.279
O 10.4875 -6.7764 0.6011  -0.264
C 9.7094 -7.8821 1.0586  -0.269
C 9.2860 -8.7808 -0.0880  -0.076
C 11.0810 -4.3961 -0.0685  -0.122
H 8.8440 -7.5355 1.6307  0.114
H 10.3419 -8.4513 1.7446  0.124
H 8.5782 -8.2714 -0.7457  0.070
H 8.8050 -9.6863 0.2887  0.082
H 10.1481 -9.0624 -0.6976  0.087
H 11.3249 -4.1699 0.9688  0.075
H 10.7694 -3.4896 -0.5875  0.076
H 11.9323 -4.8440 -0.5803  0.077
O -4.6666 5.1603 -2.5168  -0.279
S -3.2674 5.0157 -2.8263  0.601
O -2.6215 3.7292 -2.8537  -0.289
O -2.4135 6.0077 -1.8733  -0.259
C -2.5961 5.9135 -0.4639  -0.260
C -1.8722 4.7112 0.1127  -0.109
C -2.9384 5.8412 -4.3578  -0.109
H -3.6606 5.8936 -0.2122  0.115
H -2.1795 6.8254 -0.0285  0.129
H -2.3250 3.7781 -0.2325  0.072
H -1.9126 4.7225 1.2043  0.036
H -0.8277 4.6995 -0.2047  0.049
H -3.3821 6.8354 -4.3259  0.081
H -3.3892 5.2539 -5.1580  0.086
H -1.8598 5.9003 -4.5017  0.057
O 3.2151 6.3839 -5.5021  -0.278
S 3.4185 4.9776 -5.2681  0.606
O 3.3822 4.0165 -6.3372  -0.276
O 2.4140 4.4907 -4.0950  -0.267
C 1.0193 4.7477 -4.2457  -0.275
C 0.3767 3.7764 -5.2181  -0.066
C 4.9294 4.7624 -4.3698  -0.123
H 0.8465 5.7849 -4.5487  0.114
H 0.5642 4.6196 -3.2596  0.116
H 0.7425 3.9388 -6.2344  0.077
H -0.7087 3.8988 -5.2266  0.062
H 0.6163 2.7446 -4.9498  0.091
H 4.9420 5.4538 -3.5281  0.074
H 5.7552 4.9802 -5.0472  0.079
H 4.9915 3.7299 -4.0271  0.074
O -8.1360 -1.5222 -0.0794  -0.296
S -7.1292 -2.0294 -0.9768  0.600
O -7.4252 -2.3632 -2.3430  -0.266
O -6.3853 -3.2877 -0.2853  -0.267
C -7.1812 -4.3789 0.1795  -0.268
C -7.6396 -5.2640 -0.9639  -0.072
C -5.7514 -0.9197 -0.9481  -0.130
H -8.0310 -4.0158 0.7645  0.115
H -6.5517 -4.9639 0.8549  0.123
H -8.3452 -4.7373 -1.6101  0.073
H -8.1347 -6.1602 -0.5837  0.084
H -6.7922 -5.5620 -1.5863  0.087
H -5.4928 -0.7049 0.0884  0.057
H -6.0487 -0.0034 -1.4587  0.074
H -4.9138 -1.3790 -1.4723  0.077